The following is a DFT calculation (ωB97M-V with the def2-TZVPD basis set) of a structure of composition C34H44N8O4SSbSi3Sn.

Positions of all 96 atoms, in Å:
1 Sn 0.527 -0.421 0.876
2 C 0.421 2.643 -3.285
3 Sb 1.484 1.273 -1.960
4 C 0.074 1.550 -0.248
5 C -1.346 1.265 -0.476
6 C -2.309 2.138 -1.003
7 C -3.627 1.734 -1.080
8 C -3.987 0.461 -0.645
9 C -2.994 -0.348 -0.128
10 N -1.728 0.048 -0.039
11 Si 0.461 3.194 0.580
12 C 2.235 3.152 1.229
13 C -0.740 3.357 2.028
14 C 0.337 4.809 -0.419
15 C 1.192 -0.607 -3.248
16 C 0.932 -1.863 -2.479
17 C 1.275 -3.117 -3.023
18 C 0.853 -4.286 -2.434
19 C 0.077 -4.216 -1.281
20 C -0.169 -2.966 -0.767
21 N 0.255 -1.824 -1.323
22 Si 2.936 -0.604 -4.063
23 C 3.415 1.118 -4.692
24 C 4.196 -1.166 -2.781
25 C 3.108 -1.711 -5.606
26 Si -0.235 -0.539 -4.521
27 C -1.874 -0.182 -3.669
28 C 0.110 0.635 -5.964
29 C -0.550 -2.204 -5.386
30 H 0.267 3.572 -2.742
31 H -0.542 2.267 -3.626
32 H 1.056 2.852 -4.146
33 H -2.006 3.123 -1.333
34 H -4.383 2.397 -1.482
35 H -5.010 0.116 -0.688
36 H -3.220 -1.337 0.256
37 H 2.356 2.360 1.971
38 H 2.491 4.098 1.710
39 H 2.956 2.975 0.427
40 H -0.639 2.503 2.701
41 H -1.777 3.391 1.684
42 H -0.549 4.266 2.602
43 H 1.116 4.872 -1.181
44 H 0.482 5.648 0.266
45 H -0.631 4.952 -0.904
46 H 1.848 -3.157 -3.936
47 H 1.103 -5.244 -2.873
48 H -0.291 -5.100 -0.780
49 H -0.730 -2.859 0.158
50 H 3.706 1.779 -3.873
51 H 2.607 1.599 -5.248
52 H 4.270 1.030 -5.365
53 H 4.101 -0.578 -1.866
54 H 5.216 -1.053 -3.152
55 H 4.049 -2.215 -2.513
56 H 2.203 -1.721 -6.216
57 H 3.356 -2.744 -5.353
58 H 3.918 -1.331 -6.230
59 H -1.904 0.799 -3.197
60 H -2.049 -0.925 -2.887
61 H -2.704 -0.241 -4.377
62 H 0.302 1.663 -5.660
63 H -0.755 0.644 -6.633
64 H 0.969 0.288 -6.543
65 H -0.892 -2.967 -4.685
66 H 0.330 -2.594 -5.901
67 H -1.334 -2.068 -6.135
68 O 2.870 -0.142 0.244
69 N 3.222 -0.002 1.469
70 C 4.448 0.368 1.687
71 C 4.851 0.536 3.049
72 N 5.201 0.673 4.136
73 C 5.428 0.627 0.676
74 N 6.216 0.834 -0.136
75 O -6.717 -2.131 8.899
76 S -6.038 -1.188 8.035
77 O -6.453 -1.228 6.645
78 O -5.860 0.148 8.590
79 C -4.276 -1.678 8.002
80 N -3.724 -2.285 9.051
81 C -2.417 -2.477 8.999
82 C -1.634 -2.088 7.922
83 C -2.300 -1.453 6.881
84 N -3.613 -1.260 6.930
85 C -1.628 -0.943 5.661
86 C -0.244 -0.868 5.522
87 C 0.294 -0.391 4.341
88 N -0.454 0.022 3.318
89 C -1.783 -0.021 3.461
90 C -2.409 -0.495 4.595
91 H -1.969 -2.963 9.861
92 H -0.571 -2.286 7.906
93 H 0.419 -1.175 6.319
94 H 1.368 -0.338 4.193
95 H -2.357 0.342 2.616
96 H -3.487 -0.520 4.688

Cartesian forces (eV/Å) of the 3 atoms listed first:
0.072 0.033 -0.015
0.096 -0.166 0.011
-0.507 0.539 -0.220

Results
Total charge ... -1
HOMO level ... -5.55 eV
E_LUMO ... 1.560 eV
Calculated total energy ... -3782.33308 Eh
ΔE to the lowest compared entry with this formula, charge and spin ... 2.5 kcal per mole
Molecular weight ... 985.57 g mol⁻¹